The following is a quantum chemistry calculation of a cluster of 9 separate species, C69H91O7PS in total, from the OMol25 dataset.

Frontier orbital gap = 9.34 eV
SMILES = CCC[C@@]1(CCCP(=O)(OCC)OCC)C[C@@H](CCCCCOCC)CS(=O)(=O)O1.c1ccccc1.c1ccccc1.c1ccccc1.c1ccccc1.c1ccccc1.c1ccccc1.c1ccccc1.c1ccccc1

```
! RIJCOSX wB97M-V def2-TZVPD def2/J DEFGRID3
* xyz 0 1
C -1.326 1.363 -0.958
C -1.754 0.464 -2.173
C -2.874 1.064 -3.086
C -4.273 1.291 -2.328
C -4.210 2.725 -1.709
C -5.602 3.430 -1.532
C -6.341 3.015 -0.186
P -7.524 4.428 0.211
O -8.225 4.946 -1.031
O -6.801 5.632 1.117
C -6.059 6.566 0.316
C -4.525 6.298 0.600
O -8.744 3.804 1.199
C -8.285 3.647 2.557
C -8.872 4.712 3.542
C -5.385 1.104 -3.417
C -6.733 0.486 -2.850
C -7.974 0.720 -3.787
C -9.243 1.217 -2.989
C -9.602 0.285 -1.781
C -9.707 1.017 -0.384
C -8.846 0.372 0.739
O -8.897 -1.048 0.748
C -7.922 -1.557 1.658
C -7.754 -3.112 1.518
C -6.438 -1.072 -2.660
S -4.815 -1.180 -1.792
O -3.877 -1.873 -2.709
O -5.012 -2.043 -0.588
O -4.305 0.295 -1.266
H -1.091 2.417 -1.217
H -2.117 1.286 -0.168
H -0.426 0.878 -0.497
H -0.842 0.360 -2.822
H -1.962 -0.550 -1.778
H -2.994 0.414 -3.983
H -2.494 2.046 -3.466
H -3.542 3.426 -2.259
H -3.769 2.628 -0.684
H -5.387 4.523 -1.411
H -6.285 3.357 -2.403
H -5.623 2.936 0.663
H -6.998 2.128 -0.308
H -6.292 7.626 0.583
H -6.234 6.474 -0.779
H -3.865 7.046 0.115
H -4.427 6.303 1.716
H -4.274 5.248 0.299
H -8.630 2.637 2.897
H -7.173 3.644 2.644
H -9.970 4.536 3.643
H -8.645 5.760 3.246
H -8.414 4.562 4.553
H -5.072 0.431 -4.255
H -5.661 2.075 -3.890
H -7.001 0.865 -1.836
H -8.191 -0.251 -4.306
H -7.688 1.443 -4.592
H -10.089 1.190 -3.722
H -9.089 2.286 -2.719
H -10.611 -0.152 -1.990
H -8.917 -0.582 -1.652
H -10.790 1.083 -0.116
H -9.386 2.081 -0.542
H -7.757 0.660 0.689
H -9.208 0.799 1.717
H -6.903 -1.118 1.464
H -8.165 -1.271 2.715
H -8.738 -3.582 1.727
H -6.958 -3.428 2.231
H -7.383 -3.315 0.487
H -7.246 -1.604 -2.119
H -6.386 -1.510 -3.688
C 1.477 -3.040 -2.133
C 2.386 -3.180 -1.091
C 1.956 -3.075 0.227
C 0.617 -2.826 0.504
C -0.291 -2.677 -0.538
C 0.138 -2.785 -1.857
H 1.811 -3.129 -3.160
H 3.431 -3.372 -1.307
H 2.666 -3.188 1.039
H 0.282 -2.747 1.531
H -1.335 -2.477 -0.323
H -0.571 -2.671 -2.669
C 6.623 -0.679 0.557
C 5.442 -1.261 0.112
C 4.380 -0.460 -0.291
C 4.498 0.924 -0.244
C 5.675 1.506 0.210
C 6.739 0.705 0.610
H 7.454 -1.304 0.865
H 5.350 -2.341 0.077
H 3.462 -0.914 -0.641
H 3.671 1.549 -0.560
H 5.765 2.586 0.253
H 7.658 1.159 0.962
C 4.153 -9.129 -0.574
C 3.090 -8.913 -1.443
C 2.355 -7.736 -1.364
C 2.679 -6.777 -0.412
C 3.736 -6.998 0.464
C 4.474 -8.173 0.382
H 4.730 -10.044 -0.640
H 2.835 -9.662 -2.184
H 1.528 -7.566 -2.044
H 2.107 -5.859 -0.351
H 3.985 -6.252 1.210
H 5.299 -8.344 1.063
C -0.917 -8.438 0.307
C -2.098 -9.017 -0.141
C -3.158 -8.213 -0.545
C -3.038 -6.829 -0.497
C -1.859 -6.250 -0.041
C -0.799 -7.054 0.360
H -0.088 -9.064 0.616
H -2.193 -10.096 -0.176
H -4.077 -8.665 -0.897
H -3.862 -6.201 -0.814
H -1.767 -5.171 0.002
H 0.120 -6.602 0.713
C 6.484 6.630 -2.980
C 6.667 5.253 -2.963
C 5.754 4.438 -2.304
C 4.659 5.001 -1.660
C 4.480 6.379 -1.669
C 5.391 7.194 -2.331
H 7.192 7.265 -3.498
H 7.523 4.814 -3.463
H 5.896 3.363 -2.294
H 3.945 4.365 -1.148
H 3.630 6.819 -1.162
H 5.251 8.268 -2.340
C 10.229 -2.373 4.909
C 9.048 -2.955 4.463
C 7.987 -2.154 4.060
C 8.104 -0.769 4.107
C 9.282 -0.187 4.561
C 10.345 -0.988 4.961
H 11.059 -2.997 5.217
H 8.956 -4.034 4.429
H 7.067 -2.607 3.709
H 7.277 -0.144 3.790
H 9.371 0.892 4.603
H 11.263 -0.535 5.313
C 10.445 3.251 -5.553
C 9.918 2.899 -4.316
C 10.708 2.980 -3.175
C 12.027 3.408 -3.272
C 12.556 3.751 -4.511
C 11.765 3.675 -5.651
H 9.826 3.195 -6.441
H 8.891 2.563 -4.240
H 10.296 2.708 -2.210
H 12.642 3.473 -2.383
H 13.586 4.080 -4.587
H 12.177 3.944 -6.616
C 4.698 -0.780 7.303
C 3.650 -0.188 7.998
C 3.649 1.184 8.219
C 4.699 1.964 7.749
C 5.752 1.371 7.063
C 5.751 0.000 6.838
H 4.696 -1.849 7.125
H 2.832 -0.797 8.366
H 2.830 1.645 8.758
H 4.697 3.034 7.920
H 6.574 1.978 6.701
H 6.571 -0.462 6.301
*
```

---

The following is a quantum chemistry calculation of a structure of composition C4F12IO12PdS4, from the OMol25 dataset.

Frontier orbital gap (spin up / spin down) = 8.35 / 5.18 eV

```
! RIJCOSX wB97M-V def2-TZVPD def2/J DEFGRID3
* xyz -2 4
Pd -0.308 -0.256 -0.273
I -1.642 -0.222 -2.663
C 1.822 -3.901 -2.260
F 2.780 -4.181 -3.141
F 0.691 -3.654 -2.989
F 1.503 -4.963 -1.541
S 2.282 -2.343 -1.234
O 3.073 -1.411 -2.028
O 0.980 -1.853 -0.750
O 3.092 -2.874 -0.189
C -3.351 3.220 0.191
F -2.678 3.420 -0.906
F -3.716 4.360 0.740
F -4.442 2.516 -0.048
S -2.127 2.276 1.388
O -2.993 1.845 2.508
O -1.486 1.163 0.645
O -1.089 3.280 1.769
C -0.536 -3.576 2.462
F -1.536 -4.228 3.055
F 0.489 -3.573 3.263
F -0.186 -4.288 1.382
S -1.086 -1.706 2.052
O -1.794 -1.663 0.751
O -1.923 -1.212 3.123
O 0.098 -0.892 1.849
C 1.375 3.830 -0.598
F 1.470 4.019 0.734
F 0.082 3.878 -0.968
F 2.013 4.836 -1.236
S 2.164 2.246 -1.215
O 3.513 2.320 -0.707
O 1.402 1.227 -0.472
O 2.062 2.363 -2.696
*
```

---

| no. | E (Ha) | F_max (eV/Å) |
| --- | --- | --- |
| 1 | -3949.9953 | 6.06 |
| 2 | -4272.1203 | 3.60 |